No. 1
Formula: C26H48ClN3O5
Source: the OMol25 dataset
Level of theory: ωB97M-V/def2-TZVPD

Summary:
LUMO (alpha / beta), eV: 0.47 / 0.44
<S²>: 2.008
Highest occupied orbital energy (alpha / beta), Eh: -0.2961 / -0.3410
Orbital gap (alpha / beta), Eh: 0.313 / 0.357
2S+1: 3

Last column: Löwdin charge in e.
Element x y z (Å)
C -0.59 -1.83 2.67  -0.076
C -0.14 -2.71 3.83  -0.199
C 0.31 -1.94 5.06  -0.307
C -0.70 -1.01 5.73  -0.675
Cl -2.04 -1.84 6.54  0.664
N 0.13 -0.24 6.68  0.074
C 1.47 -0.45 6.37  -0.453
O 2.40 -0.33 7.12  0.109
C 1.48 -0.94 4.93  -0.189
C 2.82 -1.43 4.39  -0.025
C 3.40 -0.50 3.36  -0.511
O 3.74 -0.80 2.25  0.109
O 3.48 0.77 3.83  0.105
H 0.09 -0.98 2.54  0.072
H -1.59 -1.43 2.84  0.075
H -0.58 -2.39 1.74  0.065
H 0.67 -3.38 3.52  0.110
H -0.98 -3.34 4.15  0.104
H 0.59 -2.66 5.84  0.156
H -1.13 -0.32 5.00  0.109
H -0.11 -0.29 7.65  0.130
H 1.10 -0.10 4.34  0.153
H 3.52 -1.48 5.22  0.136
H 2.73 -2.41 3.93  0.127
H 4.18 1.23 3.35  0.126
C 3.82 -3.60 -2.32  -0.030
C 2.33 -3.55 -1.96  -0.486
C 1.46 -3.62 -3.22  -0.130
C 1.48 -2.33 -4.05  -0.170
C 1.13 -1.12 -3.19  -0.132
C 1.99 -0.99 -1.94  -0.481
N 1.98 -2.30 -1.21  -0.099
O 0.94 -2.44 -0.47  -0.036
C 3.42 -0.55 -2.29  -0.025
C 1.42 0.07 -1.00  -0.040
C 2.04 -4.74 -1.05  -0.043
H 4.43 -3.22 -1.50  0.094
H 4.11 -4.64 -2.49  0.085
H 4.07 -3.05 -3.22  0.062
H 0.43 -3.82 -2.92  0.124
H 1.79 -4.47 -3.82  0.125
H 2.46 -2.20 -4.52  0.103
H 0.77 -2.42 -4.87  0.114
H 1.22 -0.20 -3.78  0.121
H 0.08 -1.19 -2.89  0.125
H 4.07 -0.62 -1.42  0.094
H 3.39 0.49 -2.61  0.088
H 3.86 -1.11 -3.11  0.059
H 0.38 -0.13 -0.76  0.071
H 1.48 1.04 -1.50  0.075
H 1.99 0.12 -0.07  0.087
H 2.61 -4.67 -0.13  0.093
H 2.34 -5.65 -1.57  0.087
H 0.99 -4.81 -0.80  0.077
C -1.16 2.75 -0.73  -0.032
C -1.74 3.20 -2.08  -0.482
C -1.92 4.72 -2.12  -0.130
C -3.07 5.22 -1.25  -0.172
C -4.37 4.50 -1.60  -0.131
C -4.26 2.98 -1.54  -0.492
N -3.07 2.56 -2.36  -0.108
O -3.33 2.48 -3.60  -0.022
C -4.16 2.49 -0.09  -0.032
C -5.50 2.33 -2.14  -0.043
C -0.77 2.75 -3.16  -0.041
H -1.35 1.69 -0.56  0.086
H -0.08 2.89 -0.74  0.080
H -1.54 3.31 0.12  0.063
H -2.09 5.02 -3.16  0.125
H -0.97 5.18 -1.81  0.125
H -2.83 5.10 -0.19  0.102
H -3.20 6.29 -1.41  0.112
H -5.17 4.82 -0.92  0.124
H -4.68 4.79 -2.61  0.125
H -3.91 1.43 -0.06  0.093
H -5.13 2.62 0.39  0.088
H -3.43 3.03 0.51  0.058
H -5.69 2.68 -3.15  0.079
H -6.36 2.58 -1.52  0.087
H -5.40 1.25 -2.17  0.093
H -0.68 1.66 -3.17  0.080
H 0.21 3.17 -2.94  0.088
H -1.08 3.08 -4.15  0.079

=====

No. 2
Formula: C6H7NO
Source: the OMol25 dataset
Level of theory: ωB97M-V/def2-TZVPD

Summary:
LUMO, eV: -0.17
Energy above the lowest of the compared OMol25 structures with the same formula, charge and spin, eV: 4.243
Highest occupied orbital energy, Eh: -0.3254
Structure (SMILES): CO/C=C\C=C/C#N
Orbital gap, Eh: 0.319

Last column: Löwdin charge in e.
Element x y z (Å)
C 2.20 0.81 0.18  -0.181
C 0.65 -0.91 -0.38  -0.160
C -0.56 -1.33 -0.29  -0.117
C -1.78 -0.73 0.20  -0.070
C -2.31 0.53 0.30  -0.098
C -1.49 1.58 -0.07  -0.186
H 1.94 1.95 -0.28  0.129
H 2.88 0.00 -0.41  0.115
H 2.73 0.89 1.27  0.124
H 1.45 -1.60 -0.92  0.163
H -0.59 -2.45 -0.69  0.154
H -2.43 -1.56 0.39  0.096
H -3.24 0.47 0.73  0.076
N -0.58 2.28 -0.53  0.151
O 1.13 0.07 0.47  -0.195

=====

No. 3
Formula: C6H7NO
Source: the OMol25 dataset
Level of theory: ωB97M-V/def2-TZVPD

Summary:
LUMO, eV: 0.98
Energy above the lowest of the compared OMol25 structures with the same formula, charge and spin, eV: 3.149
Highest occupied orbital energy, Eh: -0.3305
Structure (SMILES): C1=C[C@H]2O[C@@H]1[C@H]1N[C@H]12
Orbital gap, Eh: 0.366

Last column: Löwdin charge in e.
Element x y z (Å)
C -0.62 1.10 -0.20  -0.240
C 0.81 1.02 -0.02  -0.233
C 1.12 -0.50 -0.41  -0.205
C -1.00 -0.30 -0.73  -0.225
C -0.86 -1.19 0.54  -0.026
C 0.47 -1.40 0.68  -0.014
H 0.02 2.25 1.38  0.142
H -1.15 1.94 -0.69  0.155
H 1.52 1.80 -0.37  0.153
H 2.19 -0.72 -0.68  0.154
H -1.87 -0.50 -1.34  0.143
H -1.68 -1.89 0.87  0.123
H 0.93 -2.13 1.33  0.100
N -0.04 1.20 1.13  0.064
O 0.17 -0.69 -1.48  -0.091

=====

No. 4
Formula: C5H10N2
Source: the OMol25 dataset
Level of theory: ωB97M-V/def2-TZVPD

Summary:
LUMO, eV: 0.20
Energy above the lowest of the compared OMol25 structures with the same formula, charge and spin, eV: 4.623
Highest occupied orbital energy, Eh: -0.3247
Orbital gap, Eh: 0.332

Last column: Löwdin charge in e.
Element x y z (Å)
C 0.32 -1.35 0.34  -0.125
C 0.95 -0.03 -0.12  -0.259
C 1.38 0.91 0.98  -0.090
C -1.09 -0.83 0.17  -0.392
C -0.77 0.40 -0.64  -0.408
N -2.16 -1.20 0.71  0.175
N -1.41 1.48 -0.67  0.124
H -2.93 -0.58 0.49  0.064
H -0.99 2.30 -1.11  0.062
H 0.54 -2.20 -0.29  0.114
H 0.53 -1.65 1.37  0.119
H -0.62 -0.50 -2.34  0.165
H 1.74 -0.12 -0.88  0.112
H 0.03 -0.10 -1.84  0.099
H 0.61 1.01 1.75  0.085
H 1.60 1.91 0.60  0.076
H 2.28 0.56 1.49  0.079

=====

no.,F_max (eV/Å),electronic energy (Ha)
1,0.774,-2020.0849
2,9.317,-362.6576
3,2.953,-362.6978
4,4.241,-305.8540